A molecular structure, C57H42ClN5O5P2PbSi. Source: the Open Molecules 2025 dataset; level of theory: ωB97M-V/def2-TZVPD.

Element x y z (Å)
Pb (-0.3190, 1.2652, -0.4174)
C (2.7321, 0.7980, -2.7151)
Si (1.7787, -0.2267, -1.4242)
C (0.9897, -1.7829, -2.2000)
C (1.8758, -2.7765, -2.6206)
C (1.4258, -3.9680, -3.1557)
C (0.0649, -4.1870, -3.2951)
C (-0.8272, -3.2092, -2.9052)
C (-0.3797, -2.0147, -2.3478)
P (-1.6192, -0.7138, -1.9573)
C (-2.1257, -0.4770, -3.7042)
C (-3.1020, -1.2451, -4.3301)
C (-3.3214, -1.1079, -5.6898)
C (-2.5842, -0.1999, -6.4314)
C (-1.6243, 0.5799, -5.8080)
C (-1.3891, 0.4342, -4.4536)
C (-2.9882, -1.6571, -1.2100)
C (-4.2666, -1.1013, -1.2607)
C (-5.3159, -1.7147, -0.6009)
C (-5.0953, -2.8680, 0.1349)
C (-3.8229, -3.4092, 0.2099)
C (-2.7717, -2.8057, -0.4573)
C (2.6143, -0.7811, 0.1364)
C (3.9181, -0.2544, 0.6950)
C (4.7813, -1.4345, 1.0357)
C (4.1937, -2.2768, 1.8751)
C (2.8308, -1.8646, 2.2815)
C (1.9599, -1.5140, 1.0846)
P (0.1451, -1.4664, 1.1863)
C (-0.3347, -0.5512, 2.7279)
C (-1.6019, -0.7173, 3.1546)
C (-2.3267, -0.0735, 4.1988)
C (-1.9397, 0.9975, 4.9240)
C (-0.7630, 1.7864, 4.7378)
C (0.2611, 1.6240, 3.8927)
C (-0.0800, -3.2242, 1.6832)
C (-0.5946, -3.6997, 2.8820)
C (-0.8262, -5.0562, 3.0462)
C (-0.5224, -5.9480, 2.0320)
C (0.0532, -5.4882, 0.8576)
C (0.2652, -4.1344, 0.6837)
H (3.3519, 0.1663, -3.3450)
H (3.3723, 1.5391, -2.2452)
H (2.0326, 1.3243, -3.3600)
H (2.9367, -2.6064, -2.5185)
H (2.1319, -4.7243, -3.4612)
H (-0.3006, -5.1123, -3.7139)
H (-1.8872, -3.3712, -3.0293)
H (-3.7006, -1.9447, -3.7630)
H (-4.0736, -1.7144, -6.1740)
H (-2.7664, -0.0935, -7.4906)
H (-1.0635, 1.3058, -6.3765)
H (-0.6560, 1.0508, -3.9592)
H (-4.4286, -0.1921, -1.8244)
H (-6.3072, -1.2887, -0.6510)
H (-5.9128, -3.3420, 0.6560)
H (-3.6395, -4.2997, 0.7925)
H (-1.7850, -3.2376, -0.3989)
H (4.4105, 0.4668, 0.0525)
H (5.7723, -1.5233, 0.6289)
H (4.6329, -3.1610, 2.2992)
H (2.3456, -2.5233, 3.0014)
H (-2.1277, -1.5322, 2.6641)
H (-3.2810, -0.5249, 4.4325)
H (-2.5902, 1.3306, 5.7205)
H (-0.6974, 2.6621, 5.3700)
H (1.0646, 2.3473, 3.8568)
H (-0.8027, -3.0280, 3.7006)
H (-1.2461, -5.4147, 3.9758)
H (-0.7198, -7.0017, 2.1615)
H (0.3332, -6.1817, 0.0765)
H (0.7091, -3.7684, -0.2344)
O (-0.0760, 6.5676, -3.6198)
C (0.9938, 6.5330, -2.8602)
O (1.7304, 7.4831, -2.7382)
C (1.2740, 5.2630, -2.1264)
C (2.4197, 5.0476, -1.3620)
Cl (3.7346, 6.0788, -1.0973)
N (2.3276, 3.8265, -0.7900)
N (1.1622, 3.2557, -1.1178)
C (0.5193, 4.0812, -1.9365)
C (-0.7544, 3.6050, -2.5971)
O (-1.2338, 4.2816, -3.5112)
O (-1.2083, 2.4966, -2.2168)
C (3.2998, 3.1775, 0.0203)
C (4.6279, 3.1075, -0.4108)
C (5.5795, 2.6393, 0.5130)
C (5.2308, 2.1455, 1.7296)
C (3.8146, 1.9084, 2.0982)
C (2.9077, 2.6880, 1.2364)
H (-0.5944, 5.6949, -3.6492)
H (4.9328, 3.4749, -1.3748)
H (6.6254, 2.7124, 0.2547)
H (5.9805, 1.8377, 2.4413)
H (3.6250, 2.0801, 3.1640)
H (1.8909, 2.8299, 1.5518)
O (0.8582, 1.0202, 1.7590)
N (0.5715, 0.5497, 2.9915)
C (1.7469, -0.1199, 3.6167)
C (2.8099, -0.4084, 2.7332)
N (3.5459, 0.3873, 1.9712)
C (1.3724, -0.9602, 4.6548)
N (1.0360, -1.5661, 5.5793)
C (-3.9970, 3.0562, 2.7199)
C (-2.7841, 3.7054, 2.5803)
C (-1.8286, 3.2144, 1.7026)
C (-2.0891, 2.0741, 0.9688)
C (-3.3020, 1.4263, 1.0986)
C (-4.2571, 1.9193, 1.9769)
H (-4.7401, 3.4430, 3.4004)
H (-2.5775, 4.6025, 3.1439)
H (-0.8890, 3.7349, 1.5970)
H (-3.5304, 0.5425, 0.5229)
H (-5.2112, 1.4204, 2.0631)

Atoms 1-2, force components in eV/Å:
-0.4 0.5 0.3
-0.4 -0.3 0.7

Orbital gap: 4.540 eV
Energy relative to the best compared isomer or geometry (same formula, charge and spin): 25.8 kcal per mole
LUMO level: -1.515 eV